ORCA calculation (ωB97M-V/def2-TZVPD) on a single C8H10BIN2O3 molecule in a non-equilibrium geometry.

```
25
C8H10BIN2O3 | the Open Molecules 2025 dataset | ωB97M-V/def2-TZVPD
C 1.0054 0.5747 -2.6108
C -1.1555 2.4917 -1.0664
H -0.8094 0.9209 0.2337
H 0.8604 -2.5830 1.7037
C -0.1143 0.3118 -1.6914
H -0.7314 -0.6759 2.3127
I 2.9309 0.8130 2.2382
H -1.9860 -1.5126 1.4164
H 1.9329 1.4677 -0.4586
O 0.5784 -1.3065 0.1432
H -0.3238 -3.1695 0.5654
C -0.2843 1.3943 -0.5978
N -1.8567 3.3403 -1.3950
H -1.1785 -2.2950 2.8190
O -0.6355 -2.2184 -1.7498
C 0.0381 -2.2682 1.0595
C 1.0977 1.7189 1.4850
C 1.0510 1.9394 -0.0356
H -1.5914 -2.1336 -1.8028
H -1.0227 0.3223 -2.3036
B -0.0493 -1.1729 -1.0581
N 1.9783 0.6730 -3.2175
O 0.2251 2.0031 2.2276
H 1.0824 3.0214 -0.1645
C -1.0419 -1.6571 1.9474
```

Its total charge is 0. As for the electronic energy: -968.68766 hartree. As for the SMILES: CCOB(O)[C@H](C#N)[C@H](C#N)CC(=O)I. As for the LUMO energy: -0.0023 Ha. The gap between HOMO and LUMO comes out at 9.99 eV. The highest occupied orbital energy comes out at -10.052 eV.